58
Properties=species:S:1:pos:R:3 method="wB97M-V/def2-TZVPD" homo_lumo_gap_ha=0.31425 smiles="COc1ccc(S(=O)(=O)N2CCN(CC(=O)Nc3cc(OC)cc(OC)c3)CC2)cc1" lumo_energy_ha=0.017 e_above_lowest_kcal_mol=51.0
C 7.6249 3.0509 -3.6106
H 8.3400 3.8596 -3.7510
O 7.1301 3.2073 -2.2993
C 6.2241 2.3208 -1.8290
C 5.7028 1.2510 -2.5577
C 4.7796 0.4044 -1.9692
C 4.3774 0.6206 -0.6674
C 4.8854 1.6775 0.0688
C 5.8046 2.5260 -0.5088
H 6.2235 3.3563 0.0367
H 4.5549 1.8078 1.0871
S 3.1829 -0.4907 0.0479
O 3.5136 -1.8404 -0.2974
O 2.9945 -0.1731 1.4378
N 1.7888 -0.0846 -0.8278
C 1.3064 1.2304 -0.4621
C 0.0809 1.5803 -1.3033
N -0.9444 0.5805 -1.0749
C -2.2350 0.8964 -1.6549
C -3.3616 0.1365 -0.9405
O -4.4160 -0.1088 -1.4842
N -3.0186 -0.1680 0.3318
C -3.7201 -0.8797 1.3084
C -5.0351 -1.2792 1.1185
C -5.6803 -1.9848 2.1297
C -5.0092 -2.2785 3.3111
C -3.6911 -1.8751 3.4947
C -3.0411 -1.1708 2.4889
H -2.0187 -0.8449 2.5989
O -3.1287 -2.2170 4.6860
C -1.7932 -1.8480 4.9322
H -1.5622 -2.2271 5.9264
H -1.1084 -2.2994 4.2071
H -1.6672 -0.7604 4.9236
H -5.5122 -2.8243 4.0908
O -6.9632 -2.4260 2.0528
C -7.6925 -2.1631 0.8765
H -7.2218 -2.6203 0.0010
H -7.8049 -1.0882 0.7053
H -8.6735 -2.6087 1.0342
H -5.5207 -1.0366 0.1907
H -2.0668 0.0986 0.5685
H -2.2983 0.6791 -2.7315
H -2.4362 1.9632 -1.5187
C -0.4571 -0.7247 -1.4939
C 0.7573 -1.0912 -0.6507
H 1.1828 -2.0458 -0.9588
H 0.4665 -1.1571 0.4082
H -1.2450 -1.4652 -1.3439
H -0.1739 -0.7206 -2.5592
H -0.2995 2.5572 -0.9966
H 0.3756 1.6302 -2.3649
H 2.1115 1.9450 -0.6447
H 1.0452 1.2574 0.6057
H 4.3700 -0.4357 -2.5060
H 6.0120 1.0690 -3.5743
H 8.1350 2.0912 -3.7341
H 6.8270 3.1407 -4.3538

---

49
Properties=species:S:1:pos:R:3 method="wB97M-V/def2-TZVPD" homo_lumo_gap_ha=0.27204 lumo_energy_ha=-0.008 e_above_lowest_kcal_mol=0.0
Pt 0.5560 -0.5886 -1.5041
C 1.1409 -0.4661 3.9366
C 1.8530 -0.1160 2.6533
O 1.7905 0.9777 2.1338
N 2.6056 -1.1279 2.1179
C 3.1785 -1.0662 0.7861
C 2.6829 -2.2320 -0.0345
C 3.4692 -3.3713 -0.1320
C 2.9739 -4.5114 -0.7382
C 1.6727 -4.4986 -1.2075
C 0.9544 -3.3254 -1.1173
N 1.4559 -2.1947 -0.5815
H 0.6811 0.4331 4.3361
H 1.8341 -0.8847 4.6679
H 0.3626 -1.2042 3.7364
H 2.6079 -2.0186 2.5865
H 4.2649 -1.1517 0.8542
H 2.9330 -0.0989 0.3516
H 4.4680 -3.3533 0.2823
H 3.5884 -5.3975 -0.8276
H 1.2214 -5.3659 -1.6665
H -0.0517 -3.2531 -1.5038
S 1.5444 -0.9939 -3.9233
C 0.4151 0.2757 -4.0146
N -0.2015 0.6773 -2.9177
C -1.1309 1.6871 -3.1492
C -1.9746 2.2962 -2.2260
C -2.8395 3.2820 -2.6653
C -2.8793 3.6726 -4.0041
C -2.0501 3.0696 -4.9321
C -1.1847 2.0763 -4.4940
S -0.0628 1.1388 -5.4395
H -1.9444 2.0148 -1.1868
H -3.4971 3.7589 -1.9503
H -3.5635 4.4485 -4.3199
H -2.0756 3.3586 -5.9744
O -0.5651 1.4217 0.4548
B -0.4139 0.0727 0.1006
O -1.0915 -0.7300 1.0398
C -1.6428 0.1369 1.9496
C -2.4024 -0.1495 3.0593
C -2.8220 0.9365 3.8292
C -2.4856 2.2399 3.4812
C -1.7177 2.5150 2.3491
C -1.3101 1.4364 1.6001
H -2.6575 -1.1684 3.3183
H -3.4215 0.7597 4.7124
H -2.8258 3.0586 4.1012
H -1.4427 3.5233 2.0721

---

14
Properties=species:S:1:pos:R:3 method="wB97M-V/def2-TZVPD" homo_lumo_gap_ha=0.29774 lumo_energy_ha=0.004 e_above_lowest_kcal_mol=99.2
C -1.9772 0.4570 0.7008
N -0.7601 -0.1861 0.1674
C 0.5706 -2.0924 0.0231
C 1.5672 -1.2489 -0.4370
C 1.4889 0.1073 -0.4756
C 0.2121 0.6252 -0.0876
O 0.0498 1.9682 0.0333
H -2.2856 1.2920 0.0530
H -1.8325 0.8958 1.6999
H -2.8073 -0.2489 0.7566
H 0.2438 -2.8293 -0.7330
H 2.4716 -1.8017 -0.7072
H 2.3198 0.7461 -0.7399
H 0.8646 2.4001 -0.2561

---

63
Properties=species:S:1:pos:R:3 method="wB97M-V/def2-TZVPD" homo_lumo_gap_ha="0.16362 / 0.21261" total_charge=+2 lumo_energy_ha="-0.327 / -0.278"
P 0.1683 -1.6363 0.3476
P -0.0566 1.6534 0.5388
C -0.1292 -0.6356 -1.1761
C 0.3424 0.8134 -1.0656
H -1.2136 -0.6827 -1.3458
H 0.3474 -1.1354 -2.0305
H 1.4339 0.8783 -1.1587
H -0.1187 1.4074 -1.8611
C -1.6831 2.4028 0.1683
H -1.9512 3.0573 1.0129
H -2.4420 1.6101 0.0884
H -1.6430 2.9914 -0.7637
C 0.9794 3.1510 0.5739
H 0.8990 3.7312 -0.3583
H 2.0262 2.8653 0.7540
H 0.6442 3.7692 1.4214
C -0.8796 -3.1106 0.2663
H -0.6392 -3.7824 1.1030
H -0.7391 -3.6308 -0.6908
H -1.9284 -2.8000 0.3864
C 1.8536 -2.3030 0.1076
H 2.5967 -1.4906 0.1452
H 1.9223 -2.8293 -0.8576
H 2.0746 -3.0002 0.9314
Ce 0.0848 -0.2511 2.7779
C 0.5642 1.7205 -4.8506
C -0.7520 1.7659 -4.5985
C -1.8441 0.9774 -5.2603
C -1.4294 -0.3655 -5.9112
C -0.7391 -1.3273 -4.9839
C 0.5657 -1.3900 -4.6844
C 1.6812 -0.5589 -5.2467
C 1.2879 0.8259 -5.8184
C 0.1772 -2.4703 3.3784
H 1.2063 2.4487 -4.3358
H -1.1127 2.5356 -3.9049
H -2.3288 1.5927 -6.0383
H -2.6295 0.7839 -4.5130
H -2.3549 -0.8473 -6.2667
H -0.8355 -0.1574 -6.8068
H -1.3995 -2.0883 -4.5448
H 0.8991 -2.2050 -4.0293
H 2.1971 -1.1185 -6.0463
H 2.4364 -0.4170 -4.4578
H 2.2245 1.3310 -6.1065
H 0.7263 0.6807 -6.7469
H 1.0227 -2.3222 4.0953
H 0.3493 -3.3904 2.8097
H -0.7375 -2.5444 4.0019
C 1.3771 0.5218 6.5676
C -0.0913 0.4038 6.1525
C -0.6856 -0.9065 6.6582
C -0.9328 1.5779 6.6585
O -0.1313 0.3956 4.7095
H 1.4716 0.6125 7.6579
H 1.8727 1.3831 6.1001
H 1.9310 -0.3742 6.2636
H -0.7338 -0.9198 7.7556
H -1.7050 -1.0563 6.2786
H -0.0564 -1.7486 6.3494
H -0.5712 2.5438 6.2877
H -1.9872 1.4916 6.3539
H -0.8818 1.5727 7.7580

---

21
Properties=species:S:1:pos:R:3 method="wB97M-V/def2-TZVPD" homo_lumo_gap_ha=0.40455 total_charge=+1 lumo_energy_ha=-0.109 e_above_lowest_kcal_mol=26.4
C 2.9120 -0.4851 -1.2804
C 2.8098 0.3620 0.0136
C 1.6004 -0.0595 0.8294
C 0.5253 0.6855 0.9730
N -0.5712 0.3081 1.8412
H 2.3767 -1.4304 -1.2277
H 3.9603 -0.6965 -1.4374
H 2.5627 0.0485 -2.1497
H 2.7204 1.4236 -0.1618
H 3.6688 0.1130 0.6316
H 1.7355 -1.0394 1.2800
H 0.4957 1.6639 0.5234
H -0.4937 -0.6226 2.2401
H -0.7393 0.9583 2.6044
H -1.5223 0.3007 1.3416
H -3.1586 -0.4407 -0.0381
H -3.6636 0.8652 0.6091
O -2.8932 0.2798 0.5545
H -3.9853 -0.0751 -2.7547
H -4.5083 -1.4064 -2.3069
O -3.8318 -0.7530 -2.0851

---

10
Properties=species:S:1:pos:R:3 method="wB97M-V/def2-TZVPD" homo_lumo_gap_ha=0.34154 lumo_energy_ha=-0.022 e_above_lowest_kcal_mol=115.8
C -1.0412 -0.7137 0.3073
C 0.0513 -0.0531 -0.5473
H -1.0565 -2.1105 -0.9883
H 2.3584 1.7695 -0.3930
N -1.2566 0.0373 1.3656
N 0.3413 1.1422 0.1616
O -1.5176 -1.8700 -0.1806
O -0.3960 1.0702 1.3538
O 1.7896 1.0640 0.4258
O 0.7273 -0.3359 -1.5048

---

78
Properties=species:S:1:pos:R:3 method="wB97M-V/def2-TZVPD" homo_lumo_gap_ha=0.35136 smiles="NC(N)=O.NC(N)=O.NC(N)=O.NC(N)=O.NC(N)=O.NC(N)=O.CC(C)O.CCO.CCO" lumo_energy_ha=0.013 e_above_lowest_kcal_mol=141.7
C -4.6700 4.3938 -5.6138
O -5.6477 4.3825 -4.8963
N -4.6467 4.6351 -6.9534
N -3.4142 4.3963 -5.1848
H -5.5417 5.0034 -7.2424
H -3.8371 4.5623 -7.5528
H -3.2025 4.2583 -4.2069
H -2.5781 4.4721 -5.7462
C 5.2341 -1.7554 2.7478
O 4.3543 -1.1755 3.2905
N 6.4517 -1.9058 3.2279
N 5.2156 -2.3212 1.5641
H 6.6568 -1.5281 4.1419
H 6.9754 -2.5967 2.7097
H 6.0521 -2.7810 1.2340
H 4.4468 -2.1233 0.9397
C 0.6253 -0.2664 -0.5518
O 1.4382 -1.1227 -0.7469
N 0.1534 0.5378 -1.4755
N -0.0010 -0.0881 0.5611
H 0.4167 0.2987 -2.4209
H -0.5903 1.1912 -1.2756
H -0.8075 0.5190 0.5913
H 0.2607 -0.5512 1.4197
C -2.8291 5.0747 -0.2404
O -2.5617 4.0577 -0.8529
N -3.7532 5.2444 0.6613
N -2.2603 6.2265 -0.5501
H -3.7532 6.0774 1.2325
H -4.2176 4.3805 0.9023
H -2.4014 7.0933 -0.0512
H -1.5326 6.1734 -1.2485
C -0.7168 -1.2815 8.0128
O -0.0531 -0.5882 8.8316
N -1.9239 -1.6962 8.2017
N -0.2599 -1.6560 6.8343
H -2.4646 -1.8055 9.0478
H -2.1954 -2.0843 7.3096
H -0.7529 -2.4176 6.3903
H 0.6423 -1.3214 6.5277
C 0.4430 1.7747 -7.1380
O 0.3074 2.8832 -6.8256
N 1.3100 1.3152 -7.9768
N -0.5412 0.9741 -6.9758
H 1.4228 0.3297 -8.1670
H 2.0001 1.9687 -8.3184
H -1.3500 1.4418 -6.5923
H -0.5338 0.0956 -7.4741
C -0.2233 4.0000 5.0947
C 0.7066 3.0982 4.3958
O 2.0313 3.3397 4.6210
H -0.2585 3.7930 6.1643
H -1.2739 3.8832 4.8289
H 0.0295 5.0602 5.1067
H 0.5379 3.2317 3.3273
H 0.5428 2.0444 4.6212
H 2.3681 2.6617 4.0307
C 1.3134 -3.3313 -5.0911
C 2.0558 -3.7663 -6.3788
O 2.3214 -2.7382 -7.2879
H 1.5385 -3.9955 -4.2567
H 0.2289 -3.2439 -5.1574
H 1.6387 -2.3271 -4.8193
H 1.6515 -4.6300 -6.9065
H 3.0068 -4.1981 -6.0668
H 2.1039 -3.1248 -8.1393
C -1.6848 -5.0996 2.9022
C -0.5159 -5.7066 3.7556
C 0.7009 -4.9151 3.3395
O -0.8137 -5.3653 5.1190
H -1.3304 -5.2166 1.8781
H -1.9212 -4.0461 3.0518
H -2.6788 -5.5452 2.9417
H -0.3949 -6.7705 3.5518
H 0.6050 -3.8555 3.5763
H 0.8398 -4.9049 2.2585
H 1.6304 -5.2034 3.8305
H -0.1255 -5.8233 5.6071

---

51
Properties=species:S:1:pos:R:3 method="wB97M-V/def2-TZVPD" homo_lumo_gap_ha="0.24368 / 0.20234" total_charge=+2 lumo_energy_ha="-0.300 / -0.337"
C 1.7449 -2.1613 0.2837
H 2.2883 -2.3424 1.2312
H 1.0955 -3.0250 0.0668
H -0.8694 1.1259 1.5390
C 2.7039 -1.8159 -0.8499
H 2.1887 -1.7385 -1.8241
H 3.1449 -0.8166 -0.6796
C 3.8686 -2.8166 -0.9843
H 4.6143 -2.4744 -1.7113
H 4.3685 -2.9610 -0.0188
H 3.5065 -3.7957 -1.3191
C -1.7920 0.3513 -1.0009
C -1.0479 -0.2205 -2.0745
C -0.9697 -1.6194 -1.8531
C -1.6528 -1.9180 -0.6365
C -2.1990 -0.7017 -0.1196
C -2.9534 -0.5632 1.1525
C -1.8456 -3.2758 -0.0684
C -0.4431 -2.6331 -2.8023
C -0.6040 0.5130 -3.2880
C -2.1146 1.7997 -0.8894
La 0.2220 -0.3114 0.8071
H -2.2396 -3.2277 0.9547
H -2.5607 -3.8635 -0.6673
H -0.9076 -3.8513 -0.0247
H -2.8808 -1.4671 1.7773
H -2.5871 0.2756 1.7578
H -4.0225 -0.3695 0.9715
H -1.2555 2.4315 -1.1830
H -2.9605 2.0788 -1.5454
H -2.3944 2.0813 0.1342
H -0.1127 -0.1597 -4.0040
H -1.4675 0.9669 -3.8028
H 0.1015 1.3253 -3.0506
H 0.3097 -3.2927 -2.3384
H -1.2602 -3.2791 -3.1694
H 0.0259 -2.1637 -3.6789
C 1.8770 3.0090 3.6035
N 1.6945 2.1205 2.4331
C 1.1176 2.5739 1.2780
S 1.5788 1.8640 -0.2434
N 0.2850 3.6388 1.3333
C -0.7624 3.8399 2.3529
H 1.6155 4.0433 3.3551
H 2.9227 2.9840 3.9230
H 1.2413 2.6511 4.4206
H 2.5043 1.5129 2.2470
H 0.0173 3.9662 0.4008
H -0.5505 4.7438 2.9430
H -1.7209 3.9917 1.8373
H -0.8629 2.9764 3.0245

---

15
Properties=species:S:1:pos:R:3 method="wB97M-V/def2-TZVPD" homo_lumo_gap_ha=0.34273 smiles="CSC(=O)C(=C=O)SC" lumo_energy_ha=0.008 e_above_lowest_kcal_mol=8.6
C 0.4639 0.1868 -0.2509
C -0.9358 -0.7582 -2.0993
C -0.8365 0.0182 -1.0382
C 3.4060 -0.1130 0.6994
C -3.0432 0.3042 0.6895
O 0.4372 0.8245 0.7427
O -0.9500 -1.5441 -2.9466
S 2.2857 -0.5688 -0.6338
S -2.1624 1.1304 -0.7591
H 2.8811 -0.0933 1.5770
H 3.9649 0.9199 0.4975
H 4.0089 -0.9726 0.6116
H -4.0154 0.7899 0.6915
H -2.5203 0.5848 1.6348
H -2.9839 -0.7086 0.5838

---

124
Properties=species:S:1:pos:R:3 method="wB97M-V/def2-TZVPD" homo_lumo_gap_ha="0.17226 / 0.18077" multiplicity=2 lumo_energy_ha="-0.088 / -0.081"
Mn 0.9073 -0.1344 0.3446
C 2.9816 -1.5234 5.8641
C 3.4692 -1.0885 4.6429
C 2.6120 -0.9797 3.5555
C 1.2666 -1.3096 3.6896
C 0.7702 -1.6972 4.9364
C 1.6302 -1.8125 6.0148
P 0.1532 -1.0818 2.2577
C -1.1126 -0.0395 3.0714
C -0.6633 0.9987 3.8901
C -1.5722 1.8396 4.5094
C -2.9332 1.6678 4.2994
C -3.3824 0.6399 3.4858
C -2.4781 -0.2223 2.8821
C -0.7190 -2.6562 1.9597
C -0.7024 -3.7524 2.8111
C -1.3676 -4.9169 2.4456
C -2.0439 -4.9749 1.2392
C -2.0458 -3.8815 0.3818
C -1.3750 -2.7099 0.7158
Si -1.1766 -1.0816 -0.3211
C -0.3731 -1.2776 -2.0538
C -0.8560 -0.6292 -3.1840
C -0.0634 -0.4819 -4.3157
C 1.2332 -0.9696 -4.3289
C 1.7317 -1.6509 -3.2234
C 0.9380 -1.8077 -2.0967
P 1.3591 -2.7332 -0.5802
C 3.0982 -3.2927 -0.5321
C 3.7385 -3.2205 0.7034
C 5.0278 -3.7050 0.8566
C 5.6827 -4.2692 -0.2274
C 5.0316 -4.3886 -1.4466
C 3.7368 -3.9194 -1.6009
C 0.6628 -4.3640 -1.0696
C -0.0861 -4.5855 -2.2205
C -0.5561 -5.8599 -2.5072
C -0.3055 -6.9117 -1.6400
C 0.4215 -6.6898 -0.4787
C 0.8991 -5.4237 -0.1929
C -3.0034 -0.4326 -0.3885
C -4.0298 -1.3782 -0.2869
C -5.3609 -1.0147 -0.1906
C -5.7136 0.3226 -0.1792
C -4.7300 1.2864 -0.2899
C -3.3867 0.9313 -0.4061
P -2.0982 2.1972 -0.6506
C -2.7680 3.6534 0.2600
C -2.1774 3.9654 1.4803
C -2.6298 5.0411 2.2313
C -3.6858 5.8110 1.7714
C -4.2705 5.5185 0.5473
C -3.8081 4.4561 -0.2128
C -2.4900 2.7507 -2.3574
C -1.8847 3.9296 -2.8000
C -2.0707 4.3751 -4.0975
C -2.8633 3.6502 -4.9777
C -3.4731 2.4829 -4.5461
C -3.2842 2.0315 -3.2466
H 3.6483 -1.6168 6.7117
H 4.5110 -0.8209 4.5230
H 2.9870 -0.6200 2.6063
H -0.2901 -1.8815 5.0585
H 1.2429 -2.1116 6.9805
H 0.4011 1.1345 4.0376
H -1.2152 2.6325 5.1544
H -3.6413 2.3366 4.7712
H -4.4431 0.4977 3.3212
H -2.8357 -1.0392 2.2715
H -0.1516 -3.7102 3.7404
H -1.3423 -5.7788 3.1002
H -2.5431 -5.8893 0.9442
H -2.5441 -3.9616 -0.5773
H -1.8579 -0.2189 -3.1697
H -0.4513 0.0467 -5.1777
H 1.8622 -0.8215 -5.1974
H 2.7483 -2.0226 -3.2304
H 3.2203 -2.7719 1.5413
H 5.5267 -3.6195 1.8113
H 6.7043 -4.6115 -0.1251
H 5.5358 -4.8490 -2.2874
H 3.2210 -4.0557 -2.5430
H -0.2928 -3.7722 -2.9027
H -1.1173 -6.0267 -3.4180
H -0.6741 -7.9030 -1.8698
H 0.6183 -7.5054 0.2053
H 1.4655 -5.2425 0.7133
H -3.7737 -2.4294 -0.2690
H -6.1256 -1.7779 -0.1180
H -6.7535 0.6122 -0.0942
H -5.0046 2.3326 -0.2825
H -1.3484 3.3679 1.8299
H -2.1556 5.2822 3.1745
H -4.0488 6.6388 2.3672
H -5.0901 6.1237 0.1804
H -4.2509 4.2627 -1.1821
H -1.2727 4.5047 -2.1141
H -1.5894 5.2880 -4.4260
H -3.0125 4.0002 -5.9910
H -4.0975 1.9176 -5.2270
H -3.7742 1.1228 -2.9206
Cl 6.0846 -0.0980 1.3985
C 5.0680 0.3231 -0.7217
Cl 5.8646 -0.8267 -1.7123
Cl 5.4234 1.9682 -1.0280
C 3.8221 -0.0120 -0.2464
N 2.8431 -0.3881 0.2632
O 1.1070 1.1353 -1.0895
C 1.3581 2.0183 -0.2140
O 1.1085 1.7910 1.0057
C 1.9113 3.3244 -0.6421
C 1.8429 4.4225 0.2024
C 2.3071 5.6739 -0.2008
C 2.8605 5.7536 -1.4561
O 3.3976 6.8426 -2.0811
C 3.8528 6.3882 -3.3495
O 3.5157 5.0163 -3.4860
C 2.9343 4.6482 -2.3007
C 2.4524 3.4226 -1.9334
H 1.4165 4.2927 1.1869
H 2.2414 6.5438 0.4367
H 4.9396 6.5078 -3.4183
H 3.3670 6.9643 -4.1426
H 2.4753 2.5638 -2.5892

---

14
Properties=species:S:1:pos:R:3 method="wB97M-V/def2-TZVPD" homo_lumo_gap_ha=0.36728 lumo_energy_ha=0.030 e_above_lowest_kcal_mol=19.6
C 2.1508 0.9379 0.0774
N 1.6103 -0.3949 0.2215
C 0.3860 -0.6516 0.0311
O -0.0518 -1.9249 0.1711
N -0.6526 0.1914 -0.3194
C -1.9781 -0.1860 -0.4985
N -2.8444 0.6866 -0.8120
H 1.7123 1.6617 0.7811
H 2.0418 1.3376 -0.9421
H 3.2229 0.8911 0.2912
H 0.7386 -2.4370 0.4024
H -0.4629 1.1762 -0.4444
H -2.1519 -1.2526 -0.3423
H -3.7616 0.2548 -0.9025

---

no.,DFT total energy (eV)
1,-49804.837
2,-58280.134
3,-8831.903
4,-53888.696
5,-9953.616
6,-13270.156
7,-50504.213
8,-31751.855
9,-31045.574
10,-181440.734
11,-9742.183